# 1
{
  "formula": "C2H8NO2",
  "method": "wB97M-V/def2-TZVPD",
  "orbital_gap_ev": 13.082,
  "total_charge": 1,
  "lumo_energy_ev": -3.7,
  "smiles": "CC([NH3+])(O)O",
  "max_force_ev_per_a": 2.98,
  "elements": ["C", "C", "N", "O", "O", "H", "H", "H", "H", "H", "H", "H", "H"],
  "coordinates": [[0.64684, -1.11192, 0.68735], [-0.32209, -0.15419, 0.04887], [0.40143, 1.32723, -0.58185], [-1.17713, 0.37586, 1.05413], [-1.01582, -0.54439, -1.09340], [0.06386, -1.63223, 1.46621], [1.16435, -1.81713, -0.05364], [1.43632, -0.78489, 1.34313], [0.83382, 1.79030, 0.17557], [-0.42449, 1.97399, -0.61679], [1.03007, 1.20516, -1.46046], [-1.99533, 0.62137, 0.63534], [-0.64183, -1.24915, -1.60448]],
  "lowdin_charge": [0.02, -0.47, 0.22, 0.07, 0.09, 0.12, 0.13, 0.09, 0.11, 0.16, 0.20, 0.12, 0.12]
}

---

# 2
{
  "formula": "C4H7GdO3",
  "method": "wB97M-V/def2-TZVPD",
  "orbital_gap_ev": [7.286, 6.742],
  "total_charge": 2,
  "lumo_energy_ev": [-9.0, -11.7],
  "max_force_ev_per_a": 3.60,
  "s2": 15.782,
  "spin_multiplicity": 8,
  "elements": ["O", "C", "H", "H", "O", "C", "C", "O", "C", "Gd", "H", "H", "H", "H", "H"],
  "coordinates": [[3.21992, 0.28464, 0.15560], [3.96598, -0.67816, 0.11816], [5.05569, -0.53251, 0.18954], [3.57233, -1.70576, 0.03609], [-1.14232, 1.33560, 0.06495], [-2.41012, 0.84153, -0.06349], [-2.58916, -0.64020, 0.14624], [-2.04009, -1.28352, 1.20962], [-1.17645, -1.57965, 0.08852], [0.90052, 0.76152, 0.17430], [-2.84531, 1.01970, -1.07188], [-3.11417, 1.31431, 0.65656], [-3.56529, -1.03940, -0.15785], [-0.63990, -1.36433, -0.83864], [-1.00982, -2.66197, 0.10291]],
  "lowdin_charge": [-0.26, 0.01, 0.13, 0.11, -0.48, -0.26, -0.09, 0.15, 0.04, 1.82, 0.16, 0.19, 0.19, 0.13, 0.15]
}

---

# 3
{
  "formula": "C4H9NO2",
  "method": "wB97M-V/def2-TZVPD",
  "orbital_gap_ev": 9.787,
  "total_charge": 0,
  "lumo_energy_ev": 0.6,
  "max_force_ev_per_a": 1.75,
  "elements": ["C", "C", "N", "O", "H", "H", "H", "H", "H", "C", "C", "O", "H", "H", "H", "H"],
  "coordinates": [[1.80557, -1.02208, 0.03078], [1.43146, 0.31556, 0.40113], [0.46002, 0.86901, -0.59407], [1.52300, 0.90756, 1.45371], [0.73809, 0.73851, -1.56056], [0.25846, 1.84379, -0.39511], [2.47537, -1.49610, 0.73922], [0.53830, -1.47178, -0.17513], [2.13543, -1.13574, -0.99887], [-1.83979, 0.36521, 0.69012], [-1.12326, -0.16719, -0.53137], [-0.74013, -1.39942, -0.53824], [-1.57272, 0.18349, -1.47252], [-2.00670, 1.44121, 0.62022], [-1.26900, 0.14950, 1.59242], [-2.81410, -0.12156, 0.73826]],
  "lowdin_charge": [-0.03, -0.53, 0.13, 0.06, 0.13, 0.13, 0.08, 0.12, 0.07, -0.04, -0.39, -0.12, 0.13, 0.08, 0.09, 0.09]
}

---

| no. | DFT total energy (eV) |
| --- | --- |
| 1 | -7781.355 |
| 2 | -31212.808 |
| 3 | -9877.338 |